# 1
{
  "formula": "C21H64N14O9",
  "method": "ωB97M-V/def2-TZVPD",
  "e_tot_ha": -2282.26996,
  "homo_ha": -0.3428,
  "gap_ev": 9.329,
  "smiles": "COC[C@H](C)N.COC[C@H](C)N.COC[C@H](C)N.COC[C@H](C)N.NC(N)=O.NC(N)=O.NC(N)=O.NC(N)=O.NC(N)=O",
  "spin_multiplicity": 1,
  "e_above_lowest_kcal_mol": 86.7,
  "symbols": ["C", "O", "C", "C", "C", "N", "H", "H", "H", "H", "H", "H", "H", "H", "H", "H", "H", "C", "O", "C", "C", "C", "N", "H", "H", "H", "H", "H", "H", "H", "H", "H", "H", "H", "C", "O", "C", "C", "C", "N", "H", "H", "H", "H", "H", "H", "H", "H", "H", "H", "H", "C", "O", "C", "C", "C", "N", "H", "H", "H", "H", "H", "H", "H", "H", "H", "H", "H", "N", "C", "N", "O", "H", "H", "H", "H", "N", "C", "N", "O", "H", "H", "H", "H", "N", "C", "N", "O", "H", "H", "H", "H", "N", "C", "N", "O", "H", "H", "H", "H", "N", "C", "N", "O", "H", "H", "H", "H"],
  "positions_angstrom": [[8.315955, 12.460135, 15.624750], [9.513665, 12.179095, 16.311800], [10.563405, 11.571975, 15.576310], [11.280605, 12.463955, 14.538370], [12.415985, 11.702315, 13.963220], [11.719985, 13.764735, 15.139960], [7.849385, 11.670955, 15.035170], [8.489835, 13.292105, 14.942340], [7.532195, 12.637055, 16.361310], [11.330025, 11.225735, 16.269480], [10.086195, 10.709275, 15.111420], [10.517105, 12.533865, 13.763590], [12.695885, 12.192815, 13.030930], [12.153445, 10.654825, 13.815130], [13.290535, 11.642475, 14.611050], [12.362335, 13.365865, 15.809570], [11.074235, 14.310865, 15.692110], [16.667045, 7.391185, 15.353540], [15.299085, 7.262585, 15.766090], [14.792515, 8.330285, 16.573090], [13.297885, 7.962665, 16.886300], [12.710225, 9.219465, 17.557990], [13.108725, 6.785405, 17.714370], [16.940075, 8.352215, 14.917660], [16.799525, 6.555705, 14.666140], [17.434255, 6.987035, 16.013950], [15.416555, 8.592885, 17.427340], [14.731635, 9.199575, 15.918320], [12.657915, 7.771165, 16.024990], [13.049175, 9.181455, 18.593260], [11.622065, 9.170515, 17.598070], [12.886015, 10.150415, 17.018980], [13.879615, 6.609075, 18.342650], [13.130875, 5.951635, 17.144770], [14.997475, 14.929115, 13.030720], [14.994785, 15.118225, 11.607220], [15.021845, 13.919825, 10.765630], [15.323285, 14.302245, 9.326150], [14.949495, 13.228675, 8.287680], [16.722205, 14.616595, 9.111440], [14.115535, 14.306145, 13.179700], [14.864605, 15.849855, 13.598770], [15.843325, 14.284075, 13.268550], [15.803195, 13.236805, 11.098900], [14.092265, 13.369075, 10.909370], [14.873965, 15.253865, 9.042220], [13.863915, 13.141825, 8.242020], [15.490785, 12.311345, 8.519190], [15.233635, 13.435385, 7.255870], [17.134435, 15.008895, 9.945860], [17.243825, 13.783205, 8.880200], [12.419745, 13.886435, 18.297090], [13.235395, 13.250405, 17.375560], [14.565095, 12.907915, 17.850640], [15.379175, 12.563085, 16.683860], [16.858025, 12.159815, 16.925520], [15.426055, 13.588855, 15.721600], [12.790305, 14.786015, 18.788570], [12.283725, 13.186545, 19.121550], [11.420715, 14.184655, 17.979130], [15.055245, 13.751185, 18.337220], [14.484815, 12.132565, 18.612530], [14.866775, 11.743875, 16.179440], [16.968455, 11.211485, 17.451430], [17.223995, 12.955095, 17.574900], [17.561165, 12.184615, 16.093010], [14.512295, 13.994795, 15.864270], [16.135105, 14.231985, 16.043690], [17.350955, 17.202665, 16.403650], [17.527565, 16.235225, 17.165600], [18.739815, 15.754915, 17.087040], [16.744045, 15.870115, 18.054570], [16.359475, 17.383095, 16.336510], [18.027695, 17.662965, 15.811830], [18.983705, 15.264115, 17.935420], [19.441265, 16.075545, 16.434930], [20.940965, 12.775565, 14.095000], [21.469105, 13.080485, 15.280630], [20.561455, 12.878015, 16.225570], [22.596585, 13.501205, 15.509790], [20.016495, 12.408785, 13.919160], [21.372265, 13.270755, 13.327620], [19.748855, 12.366205, 15.912780], [20.764485, 12.917645, 17.214160], [17.933815, 9.819115, 12.702390], [17.814735, 10.791805, 13.586090], [16.613695, 11.237545, 13.644050], [18.761695, 11.142955, 14.344660], [17.077095, 9.556065, 12.236620], [18.863685, 9.502445, 12.467510], [15.896405, 10.625915, 13.281390], [16.362155, 11.925175, 14.339750], [13.086125, 17.400275, 14.833230], [13.650825, 17.357405, 15.990320], [12.914175, 16.737815, 16.886350], [14.740135, 17.765265, 16.273490], [12.141345, 17.044665, 14.800920], [13.551765, 17.854905, 14.060830], [11.978125, 16.413355, 16.689770], [13.224565, 16.657395, 17.844100], [16.194135, 14.439565, 20.765760], [17.325135, 13.809255, 20.835830], [18.052995, 13.964515, 19.750510], [17.601415, 13.092935, 21.767610], [15.468245, 14.201865, 21.426590], [15.927055, 15.106535, 20.055880], [17.708775, 14.607395, 19.051700], [18.906825, 13.425035, 19.756670]],
  "forces_ev_per_a": [[0.0, 0.2, -0.1], [0.2, 0.0, 0.6], [-0.3, 0.0, 0.0], [-2.6, 0.4, 1.3], [0.9, -0.1, -0.4], [0.7, -1.3, -1.2], [0.7, -0.7, -0.2], [-0.4, 0.3, 0.1], [0.3, 0.6, 0.1], [-0.3, 0.0, 0.4], [0.4, -0.4, -0.5], [0.1, 0.9, -0.4], [0.3, -0.3, -0.1], [-0.3, 0.0, -0.4], [0.1, 0.4, 0.2], [0.5, 0.8, 0.3], [-0.8, -0.6, -0.2], [-0.4, -1.7, -0.4], [1.2, 0.4, 0.6], [-1.5, -1.0, -1.9], [0.6, 1.2, 0.7], [-0.7, -0.8, 0.3], [0.1, -0.5, 0.2], [-0.1, 0.0, 0.1], [-0.4, 0.5, -1.1], [-0.2, 1.0, 1.3], [-0.1, -0.3, 0.4], [0.2, 0.5, 0.0], [0.8, 0.1, -0.6], [0.1, 0.7, 0.0], [-0.1, -0.3, 0.1], [0.7, 0.0, 0.2], [0.2, 0.5, 0.4], [-0.2, 0.0, -0.3], [-0.8, -2.0, -1.7], [0.5, 0.4, -1.2], [-0.3, 0.8, 1.3], [0.3, 0.5, -1.2], [-0.3, 0.3, 0.4], [0.9, -0.1, 0.1], [-0.2, 0.0, 0.8], [0.5, 0.0, -0.4], [0.3, 0.5, 0.6], [0.4, -0.1, 0.2], [-0.4, 0.1, -0.2], [-0.9, -0.2, 0.4], [0.0, -0.6, 0.3], [-0.5, -0.4, 0.2], [0.3, 0.7, 0.2], [0.1, 0.2, 0.1], [0.2, -0.2, 0.1], [-0.4, -0.3, 2.1], [1.2, 0.2, -0.5], [-0.7, 0.7, 1.7], [1.8, -3.1, -1.5], [-0.6, 0.4, 1.5], [-0.4, 1.0, -0.7], [0.8, 0.2, -0.3], [-0.4, -0.1, 0.3], [0.1, -0.5, -0.9], [-0.3, 0.5, 0.1], [0.0, -0.3, -0.1], [-0.1, -0.6, 0.1], [0.0, 0.0, 0.0], [0.3, -0.1, 0.4], [-0.7, -0.2, -0.5], [-0.1, 1.1, -0.9], [-0.1, 0.7, -0.1], [-2.9, 4.7, -4.1], [1.3, -1.6, 3.4], [3.0, -2.7, 1.0], [-0.9, -0.9, 0.1], [-0.3, 1.2, -0.5], [-0.3, -0.5, 0.2], [0.9, -0.1, -0.6], [-0.2, -0.2, 0.3], [0.9, 0.6, -3.3], [1.2, 0.4, 0.9], [-2.0, -0.6, 2.2], [-0.1, 0.2, -0.5], [0.1, 0.0, 0.5], [0.1, -0.4, 0.0], [-0.1, 0.0, 0.5], [0.3, -0.1, -0.4], [0.7, -1.5, -1.3], [4.1, -0.3, 2.3], [-4.0, 1.8, 0.7], [-1.2, 0.0, -1.3], [0.9, -0.4, -0.5], [-0.5, -0.3, -0.1], [-0.2, 0.6, 0.1], [-0.2, 0.1, 0.1], [-1.6, 0.5, -3.6], [0.4, -0.5, 1.5], [-2.1, -1.6, 2.8], [2.5, 1.5, 0.1], [0.3, 0.2, -0.9], [-0.4, -0.2, 0.1], [0.3, 0.1, 0.1], [0.1, 0.2, -0.4], [-4.8, 2.3, 0.4], [0.6, -1.3, 0.6], [2.3, -0.2, -1.2], [0.8, -1.1, 1.3], [0.5, 0.1, 0.1], [0.4, -0.2, -0.1], [0.1, -0.1, -0.3], [-0.1, 0.4, -0.4]]
}

=====

# 2
{
  "formula": "C21H64O11",
  "method": "ωB97M-V/def2-TZVPD",
  "e_tot_ha": -1665.89923,
  "homo_ha": -0.3690,
  "gap_ev": 10.110,
  "smiles": "CC(C)O.CC(C)O.CC(C)O.CC(C)O.CC(C)O.CO.CO.CO.CO.CO.CO",
  "spin_multiplicity": 1,
  "e_above_lowest_kcal_mol": 136.5,
  "symbols": ["C", "C", "C", "O", "H", "H", "H", "H", "H", "H", "H", "H", "C", "C", "C", "O", "H", "H", "H", "H", "H", "H", "H", "H", "C", "C", "C", "O", "H", "H", "H", "H", "H", "H", "H", "H", "C", "C", "C", "O", "H", "H", "H", "H", "H", "H", "H", "H", "C", "C", "C", "O", "H", "H", "H", "H", "H", "H", "H", "H", "C", "O", "H", "H", "H", "H", "C", "O", "H", "H", "H", "H", "C", "O", "H", "H", "H", "H", "C", "O", "H", "H", "H", "H", "C", "O", "H", "H", "H", "H", "C", "O", "H", "H", "H", "H"],
  "positions_angstrom": [[0.648396, -6.726014, -3.730863], [-0.587611, -6.588640, -2.839484], [-0.337778, -6.601278, -1.333832], [-1.166214, -5.312302, -3.201930], [1.297542, -7.559810, -3.463468], [1.217721, -5.836280, -3.461880], [0.379687, -6.701877, -4.786949], [-1.372484, -7.297045, -3.104487], [0.429855, -5.858318, -1.117393], [0.063257, -7.558870, -1.001748], [-1.254593, -6.369680, -0.791698], [-1.356330, -5.342880, -4.142421], [7.359629, -5.145607, -1.473401], [7.429291, -3.916912, -2.450275], [6.626055, -2.679139, -2.124239], [8.787124, -3.597864, -2.434641], [7.763302, -4.730359, -0.549978], [7.937436, -5.995373, -1.836914], [6.348048, -5.517139, -1.309838], [7.169506, -4.346429, -3.417810], [5.598079, -2.960546, -1.895818], [6.638820, -2.109478, -3.053439], [7.012534, -2.155867, -1.249641], [9.025558, -3.406385, -1.524656], [4.459636, 5.045922, 4.689948], [3.693504, 3.797552, 5.111406], [4.392107, 2.791863, 5.977871], [2.621032, 4.294004, 5.943962], [4.580006, 5.804071, 5.463789], [3.925857, 5.531906, 3.873250], [5.421068, 4.665682, 4.344769], [3.371894, 3.230060, 4.238120], [3.795136, 1.919578, 6.244035], [4.721042, 3.269573, 6.900741], [5.278932, 2.462848, 5.436235], [1.924962, 4.706199, 5.427058], [-5.185983, 5.166361, -0.951426], [-6.516042, 5.241024, -1.682107], [-6.360071, 6.141232, -2.870889], [-6.796691, 3.914147, -2.142113], [-4.981501, 6.187218, -0.628723], [-4.368253, 4.875907, -1.611022], [-5.163452, 4.554679, -0.049523], [-7.317444, 5.600980, -1.036912], [-6.651243, 7.133846, -2.527346], [-7.040429, 5.837754, -3.666581], [-5.330050, 6.156820, -3.227138], [-6.958495, 3.298709, -1.423307], [-3.412664, 1.905956, 5.552018], [-3.166761, 2.167388, 7.020659], [-4.311130, 1.380761, 7.774044], [-1.961483, 1.523715, 7.221627], [-4.416799, 2.112471, 5.181632], [-3.386098, 0.863764, 5.233853], [-2.684103, 2.409136, 4.916335], [-3.079293, 3.219879, 7.290322], [-5.253599, 1.870514, 7.529102], [-4.120445, 1.412211, 8.846771], [-4.413751, 0.318303, 7.553264], [-1.197587, 2.053706, 6.982522], [-6.934402, -3.859128, -2.512566], [-5.772263, -3.586151, -1.732100], [-6.954158, -3.278014, -3.434526], [-6.898291, -4.903577, -2.822268], [-7.899445, -3.695900, -2.032843], [-4.966642, -3.887691, -2.158320], [-3.496128, 0.640915, -6.023621], [-4.186821, 1.848178, -5.840680], [-2.795833, 0.907240, -6.815305], [-2.945733, 0.336229, -5.133500], [-4.053453, -0.207146, -6.421468], [-4.670735, 1.703693, -5.024251], [-0.513944, 0.135283, -0.353651], [0.116709, -0.810166, -1.195298], [-1.130407, -0.447707, 0.330587], [0.274584, 0.693557, 0.150981], [-1.171145, 0.824870, -0.883425], [-0.479349, -1.547086, -1.347782], [-2.029968, -3.983788, 4.972601], [-1.487222, -5.205032, 4.560005], [-1.517640, -3.521673, 5.816448], [-1.984382, -3.456718, 4.019593], [-3.088341, -4.076478, 5.216183], [-0.536456, -5.130650, 4.670134], [2.558589, 1.400854, -5.625375], [3.806901, 1.692885, -6.281286], [2.212313, 0.381809, -5.797833], [2.719075, 1.472229, -4.549625], [1.783667, 2.115092, -5.903698], [4.265604, 2.289853, -5.685616], [6.133557, 4.347408, -1.219838], [6.282707, 4.590392, -2.564625], [6.180397, 5.293862, -0.681171], [5.199020, 3.909382, -0.869310], [6.975710, 3.771846, -0.835638], [7.235286, 4.689685, -2.630358]],
  "forces_ev_per_a": [[0.1, 0.2, 1.3], [-0.6, 0.2, -0.8], [0.3, 0.2, -0.7], [-0.1, 0.2, 0.7], [-0.2, -0.3, -0.3], [0.2, 0.2, -0.4], [0.2, -0.2, 0.1], [0.2, -0.6, 0.2], [-0.1, 0.2, 0.2], [-0.2, -0.1, -0.1], [0.1, 0.0, 0.0], [0.0, 0.0, -0.1], [-1.0, 1.1, -0.3], [0.1, -2.2, 1.2], [-0.7, -0.9, -0.3], [1.3, 0.6, -1.1], [0.0, -0.6, 0.4], [0.3, 0.3, 0.0], [-0.1, 0.2, 0.2], [0.1, 0.6, -0.3], [-0.2, 0.1, -0.1], [0.0, 0.6, 0.4], [0.2, 0.2, -0.2], [0.1, 0.1, 0.1], [0.5, -0.9, -0.5], [-1.0, 1.0, 1.1], [1.1, 0.3, 0.2], [-0.6, -0.7, -0.1], [0.1, -0.4, 0.3], [0.1, 0.0, -0.2], [0.3, 0.6, -0.3], [-0.5, 0.3, -0.3], [-0.2, 0.2, -0.2], [0.0, 0.0, 0.1], [0.1, -0.2, 0.1], [0.1, 0.1, -0.2], [0.0, 1.1, 0.7], [1.1, -1.7, 0.3], [-0.5, 0.3, -0.1], [-0.6, -0.1, -0.8], [0.3, 0.1, 0.2], [-0.2, -0.2, -0.1], [-0.2, -0.2, -0.1], [-0.1, 0.0, 0.1], [0.2, 0.2, -0.3], [0.1, 0.1, 0.0], [-0.1, 0.0, -0.1], [0.1, 0.2, 0.3], [-1.0, 0.6, -1.7], [-1.7, -2.2, -1.2], [1.0, 1.2, 0.5], [1.8, -1.0, 1.7], [-0.2, 0.9, 0.1], [0.6, -0.4, 0.9], [0.0, 0.2, 0.0], [-0.5, 0.1, 0.0], [-0.1, 0.0, 0.2], [-0.2, 0.2, 0.1], [0.5, 0.1, -0.6], [-0.2, 0.2, -0.1], [0.8, -0.7, -1.0], [-0.8, 0.6, 0.7], [0.1, 0.3, -0.1], [-0.3, -0.2, 0.0], [0.5, 0.2, 0.7], [-0.3, -0.1, -0.3], [1.3, 0.2, -1.1], [-0.8, -0.3, 0.7], [0.4, -0.4, 0.1], [0.1, -0.1, 0.0], [-0.6, 0.1, 0.2], [-0.4, 0.6, 0.1], [-0.2, -0.7, 0.1], [0.4, 0.0, -0.6], [0.0, 0.5, 0.6], [-0.2, -0.1, 0.1], [0.1, 0.1, -0.2], [0.0, 0.0, 0.0], [-0.5, 0.5, -1.2], [0.5, -1.5, 0.8], [0.1, 0.1, -0.2], [-0.2, 1.4, 0.5], [0.1, -0.4, 0.1], [0.0, -0.2, -0.1], [0.5, 0.3, 0.5], [-0.7, -0.4, 0.1], [0.3, 0.1, -0.5], [-0.2, 0.0, 0.2], [-0.1, 0.0, -0.1], [0.2, 0.0, -0.2], [0.2, 0.6, 2.4], [0.0, -0.3, -1.3], [0.0, 0.3, 0.3], [-0.1, -0.3, -0.8], [-0.1, -0.4, 0.2], [0.0, 0.2, -0.7]]
}